(1)
{
  "formula": "C10H10ClNOS",
  "method": "ωB97M-V with the def2-TZVPD basis set",
  "homo_energy_ev": [-7.817, -8.902],
  "e_lumo_ev": [-0.4469, -1.0264],
  "symbols": ["C", "C", "C", "C", "C", "C", "C", "C", "C", "C", "N", "O", "S", "Cl", "H", "H", "H", "H", "H", "H", "H", "H", "H", "H"],
  "positions_angstrom": [[-0.3837, -0.2783, 1.7754], [-1.8825, 0.6199, 0.2038], [-1.3719, -0.2862, 2.7613], [-2.8837, 0.6035, 1.1309], [-0.6519, 0.0288, 0.4873], [-2.7006, 0.0210, 2.4040], [1.1863, 1.1580, -2.3639], [2.5346, 0.8336, -1.7836], [0.4475, 0.1450, -0.5081], [1.0040, -2.1742, -1.3008], [0.1753, 0.7425, -1.7235], [2.2692, 1.4892, 0.7514], [2.2324, 0.2550, -0.0542], [-3.9211, -0.0904, 3.6057], [0.5448, -0.8842, 2.0444], [-2.0330, 1.1169, -0.8313], [-1.1148, -0.8196, 3.6632], [-3.9100, 0.9812, 0.9420], [1.0981, 1.7970, -3.2477], [3.1765, 0.1264, -2.4142], [3.1037, 1.7874, -1.6521], [-0.0503, -2.3391, -1.4355], [1.4683, -2.2296, -0.3068], [1.6627, -2.6036, -2.1477]],
  "forces_ev_per_a": [[1.109, -2.854, 2.274], [-0.513, 0.867, -2.462], [-0.761, -0.982, -0.872], [-2.168, -0.260, 1.117], [1.514, 1.829, -1.968], [2.393, 0.893, -0.161], [0.954, 0.020, -0.031], [1.158, 0.092, -0.573], [0.053, -1.331, -1.008], [1.348, -0.532, -0.429], [-0.981, 0.373, 0.452], [0.531, 0.431, 0.608], [-1.073, 0.461, -0.649], [-0.344, 0.001, -0.162], [-0.943, 1.433, -0.395], [0.183, -1.055, 1.974], [-0.264, 0.411, 0.433], [0.917, -0.127, -0.219], [-0.120, -0.442, 0.122], [-1.039, 0.771, 0.885], [-0.193, -0.786, 0.018], [-0.166, -0.064, 0.248], [-0.553, -0.383, -0.516], [-1.042, 1.237, 1.312]]
}

=====

(2)
{
  "formula": "C2BrClI2O",
  "method": "ωB97M-V with the def2-TZVPD basis set",
  "homo_energy_ev": [-8.270, -8.374],
  "e_lumo_ev": [-1.3402, -0.5837],
  "symbols": ["C", "C", "O", "Cl", "Br", "I", "I"],
  "positions_angstrom": [[-1.5444, -0.6340, 0.4729], [1.1168, 0.2688, -0.1784], [-1.9862, -0.2250, 1.4573], [-1.9999, -0.9926, -1.0481], [1.1189, -0.2422, -2.0024], [0.6938, 2.2456, 0.2065], [2.6010, -0.4206, 1.0921]],
  "forces_ev_per_a": [[2.801, 0.261, 1.285], [-0.151, -0.104, -0.094], [-1.160, 0.335, 0.746], [-1.508, -0.542, -2.071], [0.324, 0.020, 0.384], [-0.371, 0.522, -0.125], [0.065, -0.493, -0.125]]
}

=====

Computed energy above the lowest of the compared OMol25 structures with the same formula, charge and spin (kJ/mol) in order:
369.86, 257.68